[1]
The following is a DFT calculation (ωB97M-V with the def2-TZVPD basis set) of 16 unconnected molecules or ions with the total composition C4H43N2O15 at a distorted geometry.

XYZ file:
```
64
Properties=species:S:1:pos:R:3:mulliken_spin:R:1
N 0.3201 0.9285 -0.4373 0.365
H -0.1726 -2.0953 1.9370 0.019
H 0.6948 1.1770 -1.3398 -0.085
O -1.5878 -1.9266 -4.0898 0.096
H 1.1901 -3.9241 2.7422 0.012
O 3.6045 -2.0280 0.2628 0.062
H -3.7269 -0.1898 0.6034 0.039
H 0.0007 1.7861 3.4557 -0.015
H 2.4523 -0.6894 1.8018 0.078
H -2.6657 3.2162 2.5049 0.016
C -0.5375 3.2433 -0.7954 -0.009
H 0.2438 -3.8943 -0.5022 0.017
H 2.5705 -3.6868 -0.7789 0.074
H 3.9368 -1.4251 -0.4241 0.080
H 0.8479 4.8191 -0.3227 0.007
H -3.9559 3.6482 0.2338 0.009
O 3.1412 0.3119 -3.9351 -0.072
O 3.7282 1.2711 -1.4776 0.010
H 1.8996 -4.4820 -1.9027 0.007
H 0.7162 0.6334 2.3802 0.081
H -1.3699 -1.8510 2.6969 0.128
N 0.0523 1.4019 2.5252 0.094
C 0.7583 3.9638 -0.9894 -0.049
O -2.2997 -0.9173 -0.3639 -0.117
H 3.9768 2.1927 -1.3733 0.006
H -4.1259 0.2007 2.0306 0.031
H -2.2117 3.3463 3.8783 0.006
H -1.5158 -0.4105 -0.0817 0.070
H -1.0004 2.7898 -1.7049 -0.015
H 0.7704 -4.7114 1.4633 0.032
H 0.5139 -0.4908 -2.1500 0.035
H 1.0510 4.3029 -1.9892 -0.024
O -3.3525 3.1366 0.7861 -0.055
H 2.7451 0.4494 0.7538 0.143
H -1.3656 3.8443 -0.4404 0.016
H 0.9248 -1.9525 -2.4474 0.043
O 1.9144 -4.3878 -0.9422 -0.073
H -4.0935 -3.2080 1.2261 0.000
H 0.7097 0.2150 0.1494 -0.037
H 3.4589 1.0098 -2.3885 0.013
H -0.7745 0.8098 2.3714 -0.002
H 2.2726 0.3852 -4.3219 0.009
O -3.4718 0.3813 1.3431 -0.059
H 1.2766 2.7151 1.4713 -0.056
H -1.4124 1.6969 0.4291 0.133
H 3.3076 -0.5435 -3.5070 0.012
H -1.1296 -3.0574 -0.7262 -0.022
H -3.6914 2.2118 0.7558 0.023
H -0.4183 3.3566 1.9421 0.040
C -0.3691 2.0491 0.1490 0.043
O -3.2568 -3.3225 1.6734 -0.009
H -2.5340 -3.7160 1.1695 0.023
O -2.1046 2.7145 3.1466 0.003
O -0.6571 -1.3225 2.2875 -0.110
C 0.1636 2.5641 1.4870 0.101
H -2.4248 -2.4059 -4.1639 -0.031
O 0.5677 -3.9307 2.0019 -0.045
H -2.0128 -1.0436 -1.2886 0.024
O -0.1785 -3.0794 -0.8758 0.124
O 1.1572 -1.0261 -2.6171 0.037
H 1.6663 3.2887 -0.8524 0.034
H 4.4247 -2.2778 0.7163 -0.058
H -1.0624 -2.3298 -4.7920 -0.015
O 2.4207 0.2651 1.6458 -0.239
```

## Properties
- HOMO-LUMO gap (spin up / spin down) (Ha) = 0.0751 / 0.3414
- charge = 0
- relative energy (zero: lowest compared OMol25 entry of this formula, charge and spin) (eV) = 0.0000
- multiplicity = 2

[2]
The following is a DFT calculation (ωB97M-V with the def2-TZVPD basis set) of 17 unconnected molecules or ions with the total composition C4H43NO16 at a distorted geometry.

XYZ file:
```
64
Properties=species:S:1:pos:R:3:lowdin_charge:R:1
H 3.6277 1.9017 2.8669 0.003
H -1.1324 1.9462 -3.2837 0.095
H -4.5870 1.6024 -0.6449 -0.002
O -2.4796 0.7001 3.9050 -0.100
H 0.7336 -3.4692 -2.7025 -0.085
H 0.0107 -2.5142 -3.3520 0.052
H -3.2178 -1.4629 -0.1235 0.024
H -4.5611 -0.6188 0.1628 0.002
O -0.0175 -3.0509 -2.5559 -0.006
O -3.6494 -0.6790 0.3426 -0.067
H -1.3218 3.1869 -2.0722 0.097
C 0.0136 1.5273 0.9285 -0.276
H 3.3691 1.3761 -1.0142 0.017
H -1.1142 1.7020 1.2483 0.141
H 1.8714 -1.1868 -1.7592 0.015
H 0.7838 0.4439 -0.7070 0.018
H -1.7168 4.2631 1.3924 0.031
H 1.5126 -1.9680 -0.4127 0.048
H 1.5996 0.0978 -3.0727 0.042
H -1.1944 -2.2855 -0.6453 0.006
H 0.4525 -3.3908 0.7377 0.083
O -2.2113 -4.2248 1.4647 -0.037
H 2.7905 -2.8949 -2.3310 -0.030
H 0.2427 4.7613 1.0700 0.026
H -1.6341 3.9562 -0.1412 0.050
H -1.3146 0.2234 -1.7576 0.089
H -1.7551 -2.0626 1.9127 0.058
O 2.5075 -3.7638 -2.4458 -0.062
O -1.0549 -1.7700 2.5820 -0.129
H 0.1068 -0.0886 -3.1662 0.017
H 2.5788 -4.1292 -1.5021 0.102
H -0.9813 -2.6884 3.0849 0.134
H -4.6195 2.2682 0.5988 0.079
C -0.6617 2.2247 -2.2698 -0.095
O 2.3345 -1.6676 -1.0119 -0.156
H -2.1344 -2.9553 -1.8734 0.095
C 0.5857 0.7603 2.1199 -0.104
H 0.4191 -2.1985 1.5068 -0.006
O 4.3181 -0.0747 0.2205 -0.091
H -1.9437 0.4868 4.7051 0.051
N -0.0073 0.7248 -0.2788 -0.036
H -2.4374 -3.6632 0.6959 0.017
O -2.0379 -2.5669 -0.9701 -0.073
H 0.6145 2.4187 0.8977 0.056
H 5.2099 -0.1635 -0.2791 0.110
H 2.6334 2.3635 -1.9369 0.041
H -0.1493 0.0772 2.5618 0.003
H 3.8406 -0.8107 -0.1491 -0.018
C -1.0123 1.1753 -1.2383 -0.309
O 1.0573 4.3340 0.7322 -0.067
O -4.7968 2.5083 -0.3746 -0.092
H 4.6659 1.1363 2.0850 0.048
H 1.3705 -0.0009 1.7261 0.093
H -2.0522 1.4576 -0.7526 0.121
O 2.8115 1.4383 -1.7898 -0.036
O 4.3309 2.0770 2.2460 -0.095
O 0.9050 -0.5537 -3.0403 -0.020
O -1.5287 4.6528 0.5577 -0.047
H 0.3671 2.4687 -2.3646 0.040
H -2.8642 -4.0079 2.0868 0.015
O 0.4955 -2.4495 0.6316 0.003
H -2.2007 -0.0222 3.2796 0.009
H 1.8465 4.5463 1.1629 0.009
H 0.9092 1.4218 3.0202 0.101
```

## Properties
- HOMO-LUMO gap (Ha) = 0.2936
- charge = 0
- relative energy (zero: lowest compared OMol25 entry of this formula, charge and spin) (eV) = 3.8523

[3]
The following is a DFT calculation (ωB97M-V with the def2-TZVPD basis set) of a molecular structure, C4H4BF7Yb at a distorted geometry.

XYZ file:
```
17
Properties=species:S:1:pos:R:3:lowdin_charge:R:1
H -2.9795 -0.8557 0.9445 0.121
H -1.3995 -0.3266 1.8742 0.039
C 0.6644 1.8790 -0.4863 -0.105
F 0.9237 2.9803 -1.4880 0.105
F -0.7025 2.0598 0.0553 0.084
C -1.8455 -1.1606 1.1550 -0.073
F 1.7419 2.0502 0.5543 -0.085
F 0.2838 0.4512 -2.5515 0.105
B -1.0226 -1.2986 -0.2721 0.032
H -1.6479 -1.6683 -1.2255 0.107
H -1.7793 -2.2348 1.6690 0.130
C 0.5686 -0.8802 -0.2963 -0.136
Yb 1.4571 1.0165 2.5446 1.811
C 0.9294 0.4277 -1.2170 -0.101
F 1.0826 -0.7600 1.1102 -0.138
F 2.4159 0.3742 -1.4816 0.051
F 1.3093 -2.0539 -0.8889 0.053
```

## Properties
- HOMO-LUMO gap (Ha) = 0.3290
- charge = +2

[4]
The following is a DFT calculation (ωB97M-V with the def2-TZVPD basis set) of a molecular structure, C4H4Br4 at a distorted geometry.

XYZ file:
```
12
Properties=species:S:1:pos:R:3:lowdin_charge:R:1
H 0.1332 -1.3749 1.4732 0.117
H -2.5668 -0.7063 -0.3341 -0.397
C 1.3446 1.4802 0.1846 -0.605
H 0.7433 0.7151 2.1804 0.102
H 1.3457 1.2015 -0.8065 -0.101
Br 1.9077 3.2616 0.4360 0.689
Br -3.5513 -0.9156 -1.2085 0.391
C 0.0469 -0.9023 -0.5868 -1.058
Br -0.7763 -2.6684 -0.8305 0.577
C 0.8482 0.6129 1.1233 -0.182
C 0.3495 -0.6256 0.6822 -0.278
Br 0.1754 -0.0782 -2.3133 0.743
```

## Properties
- HOMO-LUMO gap (Ha) = 0.3135
- charge = 0
- relative energy (zero: lowest compared OMol25 entry of this formula, charge and spin) (eV) = 1.2583

Number 4 is which compound?
C4H4Br4

Please write out number 3 again, unchanged.
The following is a DFT calculation (ωB97M-V with the def2-TZVPD basis set) of a molecular structure, C4H4BF7Yb at a distorted geometry.

XYZ file:
```
17
Properties=species:S:1:pos:R:3:lowdin_charge:R:1
H -2.9795 -0.8557 0.9445 0.121
H -1.3995 -0.3266 1.8742 0.039
C 0.6644 1.8790 -0.4863 -0.105
F 0.9237 2.9803 -1.4880 0.105
F -0.7025 2.0598 0.0553 0.084
C -1.8455 -1.1606 1.1550 -0.073
F 1.7419 2.0502 0.5543 -0.085
F 0.2838 0.4512 -2.5515 0.105
B -1.0226 -1.2986 -0.2721 0.032
H -1.6479 -1.6683 -1.2255 0.107
H -1.7793 -2.2348 1.6690 0.130
C 0.5686 -0.8802 -0.2963 -0.136
Yb 1.4571 1.0165 2.5446 1.811
C 0.9294 0.4277 -1.2170 -0.101
F 1.0826 -0.7600 1.1102 -0.138
F 2.4159 0.3742 -1.4816 0.051
F 1.3093 -2.0539 -0.8889 0.053
```

## Properties
- HOMO-LUMO gap (Ha) = 0.3290
- charge = +2